Density functional theory data (ωB97M-V/def2-TZVPD) for a structure of composition C62H68Cl6F3N11NiO3.

Last column: Mulliken spin population.
Atoms and positions in Å:
Ni -10.34602 8.03098 -4.78706  1.82
Cl -9.24138 14.73322 1.82942  0.00
Cl -10.79484 15.59180 -4.02427  0.00
Cl -12.82359 3.56998 -2.79976  0.00
Cl -15.31819 3.99514 -4.38206  0.00
Cl -7.64994 12.38919 2.48543  0.00
Cl -8.39451 14.85566 -2.44027  0.00
F -9.47970 10.35940 -0.58884  0.00
F -8.20159 11.29134 -2.09741  0.00
F -10.38212 11.37558 -2.26975  0.00
O -8.88183 9.30644 -3.95160  0.07
O -11.85966 6.90613 -5.14310  0.04
O -10.47019 8.49848 -2.56671  -0.04
N -15.56530 5.02286 1.77175  0.00
N -11.06730 8.48911 1.42662  0.00
N -11.89344 9.75394 -4.86229  0.05
N -9.09309 6.34086 -4.37100  0.06
N -16.04011 7.75703 -3.76438  0.00
N -9.56665 8.19444 -6.72860  0.03
N -7.47655 8.41866 0.60636  0.00
N -10.48684 5.03625 1.10525  0.00
N -8.95098 13.14822 -5.99937  0.00
N -4.74054 8.19250 -4.58498  0.00
N -13.63664 14.31817 -1.21748  0.00
C -8.95909 13.65564 -7.24751  0.00
C -7.63675 3.92848 -4.18613  0.00
C -12.80931 9.97381 3.01818  0.00
C -7.05559 5.08666 -4.72055  0.00
C -7.86347 12.50815 -5.55778  0.00
C -13.64010 4.41655 -4.11856  0.00
C -16.12759 8.64086 -2.75897  0.00
C -9.63177 5.20718 -3.93993  0.00
C -15.36046 4.66955 -0.59212  0.00
C -9.90281 7.20207 -7.58000  0.00
C -8.90560 9.23408 -7.26781  -0.01
C -11.43014 10.96081 -5.19778  -0.01
C -13.66917 13.19952 -1.95925  0.00
C -7.81433 13.61456 -8.00982  0.00
C -11.63713 4.50322 0.73995  0.00
C -13.21095 9.65532 -4.65909  -0.01
C -12.14206 3.33874 1.30550  0.00
C -13.27307 14.17530 0.05919  0.00
C -9.79039 4.44907 2.08707  0.00
C -13.34287 11.94125 -1.45950  0.00
C -14.09438 10.68333 -4.87244  0.01
C -9.34639 10.60347 -1.92808  -0.01
C -8.06494 6.50748 -0.72187  0.00
C -9.64762 7.21666 -8.92457  0.01
C -12.24190 12.06830 -5.44435  0.00
C -12.86673 12.96138 0.63490  0.00
C -11.45193 2.74755 2.35265  0.00
C -15.57441 6.33579 1.55701  0.00
C -13.62559 11.90862 -5.32556  0.00
C -6.49965 8.70219 -0.24011  0.00
C -17.29633 8.86429 -2.02649  0.00
C -15.39737 4.20354 0.73096  0.00
C -18.45672 8.27410 -2.52205  0.00
C -3.54561 8.04119 -4.01554  0.00
C -6.24133 7.90558 -1.36149  0.00
C -8.97680 3.98550 -3.82286  0.00
C -15.51062 6.03317 -0.79419  0.00
C -13.27102 8.92056 2.23703  0.00
C -10.27490 3.34768 2.78245  0.00
C -5.40941 9.33501 -4.42658  0.00
C -10.60876 9.48119 2.19601  0.00
C -17.15720 7.17879 -4.18537  0.00
C -12.37283 8.20082 1.45890  0.00
C -4.89589 10.40486 -3.69989  0.00
C -8.28700 7.37692 0.33756  0.00
C -12.89864 11.82441 -0.16127  0.00
C -8.55243 9.32257 -8.60589  0.01
C -6.66352 12.47812 -6.25832  0.00
C -10.88463 7.84328 -1.36965  0.00
C -15.61945 6.89806 0.28739  0.00
C -12.30453 7.37290 -1.63051  0.00
C -11.45611 10.26868 2.96883  0.00
C -7.80909 6.24008 -4.74719  -0.01
C -8.91734 8.27398 -9.44140  0.00
C -18.38773 7.37162 -3.55908  0.00
C -3.69242 10.20620 -3.05188  0.00
C -7.05374 6.82670 -1.61896  0.00
C -3.00116 9.00848 -3.17136  0.00
C -9.96457 14.33842 -3.06759  0.00
C -9.25635 9.25854 -2.63708  -0.03
C -8.67402 13.14924 1.27188  0.00
C -6.65118 13.07322 -7.50947  0.00
H -10.23992 6.99683 -1.12673  0.00
H -15.22631 3.17494 1.01697  0.00
H -15.32087 6.41266 -1.79249  0.00
H -2.02771 8.87800 -2.72057  0.00
H -10.68834 5.23876 -3.69996  0.00
H -12.59086 10.87504 0.26353  0.00
H -12.36214 6.75629 -2.53588  0.01
H -15.69829 7.96544 0.13021  0.00
H -11.84072 12.99319 -5.83307  0.00
H -15.24817 9.21218 -2.48383  0.00
H -5.98975 5.10990 -4.89810  0.00
H -13.06146 4.16588 -4.99989  0.00
H -9.95622 6.40937 -9.57387  0.00
H -6.37219 9.38793 -4.92104  0.00
H -8.65347 8.34418 -10.48910  0.00
H -10.88324 8.58097 -0.56871  0.00
H -14.26762 12.75514 -5.52927  0.00
H -9.84547 14.24826 -7.42658  0.00
H -7.10272 2.98725 -4.19151  0.00
H -15.72769 6.97302 2.42106  0.00
H -13.03290 2.83910 0.95652  0.00
H -17.06359 6.52421 -5.04346  0.00
H -5.71235 13.19333 -8.03550  0.00
H -12.66900 7.37813 0.82027  0.00
H -8.58816 9.98202 -6.54956  0.00
H -9.10085 7.25582 1.03924  0.00
H -13.52061 8.72629 -4.19366  0.00
H -13.48269 10.53182 3.65331  0.00
H -12.60912 13.00932 1.68356  0.00
H -7.34201 7.16711 -5.05740  0.00
H -11.04922 11.11381 3.51115  0.00
H -5.77150 12.07131 -5.80371  0.00
H -19.41101 8.46585 -2.04590  0.00
H -19.29630 6.92814 -3.94354  0.00
H -5.34640 11.38458 -3.62295  0.00
H -5.85756 9.55513 -0.05414  0.00
H -10.48279 6.41712 -7.10703  0.00
H -9.73705 3.01249 3.65960  0.00
H -13.36498 11.12170 -2.16710  0.00
H -14.32391 8.67739 2.30739  0.00
H -8.23644 13.27242 0.28273  0.00
H -13.21208 15.06737 0.67118  0.00
H -12.98590 8.18217 -1.91643  0.00
H -6.91312 6.16173 -2.46369  0.00
H -12.26220 4.90115 -0.05423  0.00
H -8.46967 8.70898 -2.09688  0.00
H -2.97492 7.15103 -4.24849  0.00
H -3.22273 10.96298 -2.43379  0.00
H -7.90135 12.04758 -4.57587  0.00
H -9.51916 12.49281 1.06601  0.00
H -17.37077 9.45397 -1.12442  0.00
H -9.77176 13.43535 -3.63356  0.00
H -13.58172 5.47677 -3.89734  0.00
H -8.87562 4.89172 2.45973  0.00
H -7.90522 10.06240 -9.05434  0.00
H -9.53545 3.07492 -3.65805  0.00
H -14.07983 13.40714 -2.93836  0.00
H -12.71172 6.69486 -5.48932  0.01
H -10.35833 11.03814 -5.33484  0.01
H -10.64312 14.11596 -2.25010  0.00
H -5.46173 8.16900 -2.06760  0.00
H -11.88691 1.89528 2.85840  0.00
H -12.79341 6.80482 -0.83859  0.00
H -9.54571 9.66198 2.09117  0.00
H -15.23514 4.08215 -1.48861  0.00
H -7.75457 14.20957 -8.91590  0.00
H -8.66808 5.61174 -0.78386  0.00
H -15.16111 10.55469 -4.74035  0.00

Total charge: 0
Orbital gap (alpha / beta) in hartree: 0.320 / 0.315
Multiplicity: 3